Entry 1:
The following is a DFT calculation (ωB97M-V with the def2-TZVPD basis set) of 40 unconnected molecules or ions with the total composition H80O40.

Each line ends with the Löwdin charge.
Atoms and positions in Å:
1 H -0.646 -2.107 4.120  0.040
2 H -0.264 -2.561 2.878  0.018
3 O 0.176 -2.104 3.630  -0.068
4 H 1.821 0.806 -1.821  0.019
5 H 1.996 -0.624 -2.032  0.016
6 O 1.744 0.004 -1.324  -0.040
7 H -6.113 2.953 -1.464  0.036
8 H -4.781 3.697 -1.334  0.023
9 O -5.261 3.089 -1.890  -0.051
10 H 1.037 -0.166 5.577  0.022
11 H 0.867 1.265 6.127  0.016
12 O 0.621 0.357 6.249  -0.027
13 H 0.319 2.290 -4.400  0.040
14 H 1.780 2.164 -4.049  0.030
15 O 1.060 2.802 -4.018  -0.040
16 H 1.164 -2.800 -3.672  -0.005
17 O 1.560 -3.478 -3.135  -0.060
18 H -3.497 -3.049 2.317  0.038
19 O -2.532 -3.083 2.238  -0.073
20 H -1.927 -0.857 2.731  -0.006
21 H -1.122 -0.577 1.386  0.027
22 O -1.151 -0.464 2.357  -0.069
23 H -1.836 1.726 1.034  0.016
24 H -3.227 2.640 1.077  0.005
25 O -2.781 1.826 0.921  -0.034
26 H -3.292 -2.823 -1.805  0.014
27 H -4.537 -3.256 -2.557  0.056
28 O -4.256 -2.722 -1.789  -0.043
29 H 0.097 2.886 -2.570  0.011
30 H -1.069 3.459 -1.911  0.069
31 O -0.620 2.604 -1.963  -0.062
32 H -5.216 1.550 0.383  0.015
33 O -5.809 2.266 0.680  -0.064
34 H 2.588 0.380 -4.255  0.032
35 H 1.928 -1.075 -4.347  -0.014
36 O 2.477 -0.514 -3.816  -0.095
37 H 4.135 -0.525 3.602  0.020
38 H 4.736 0.826 3.076  -0.002
39 O 4.884 0.142 3.723  -0.075
40 H -0.971 3.643 2.283  0.023
41 H -2.310 3.051 2.664  0.034
42 O -1.778 3.835 2.766  -0.041
43 H 2.306 4.989 1.120  0.075
44 H 2.061 4.147 2.475  0.017
45 O 2.025 4.144 1.511  -0.051
46 H -2.529 5.066 1.657  -0.029
47 H -2.650 5.920 0.403  0.068
48 O -3.165 5.283 0.977  -0.082
49 H 4.176 -3.813 3.073  0.026
50 H 2.685 -4.386 2.556  0.010
51 O 3.493 -4.468 3.028  -0.029
52 H 3.992 1.007 1.629  0.018
53 O 3.855 1.276 0.694  -0.076
54 H 2.107 -1.375 2.663  0.044
55 H 2.510 -2.416 3.515  0.050
56 O 2.991 -1.666 3.094  -0.103
57 H 2.225 2.800 4.346  -0.014
58 O 2.820 2.442 5.022  -0.052
59 H 1.230 -2.717 0.287  0.055
60 H 0.176 -3.545 1.131  0.046
61 O 0.321 -2.745 0.639  -0.024
62 H -1.274 -2.535 -3.319  0.097
63 H -1.567 -1.017 -3.266  0.005
64 O -0.883 -1.604 -3.608  -0.128
65 H 1.217 -0.175 2.242  0.077
66 H 0.793 0.000 0.871  0.035
67 O 1.653 -0.122 1.336  -0.092
68 H -4.526 2.054 -3.771  0.026
69 H -3.233 1.299 -3.861  0.026
70 O -4.110 1.330 -4.277  -0.062
71 H 4.640 1.339 -1.043  0.064
72 H 4.753 0.112 -1.942  0.068
73 O 4.376 1.006 -1.948  -0.074
74 H 1.246 4.617 4.136  0.070
75 H -0.135 4.133 4.286  0.062
76 O 0.690 3.875 3.867  -0.055
77 H -4.828 -0.552 3.085  0.060
78 H -3.936 -1.077 1.842  0.025
79 O -4.216 -1.232 2.778  -0.077
80 H 6.124 -1.024 2.271  0.035
81 H 5.344 -1.632 1.235  0.025
82 O 6.054 -0.965 1.285  -0.083
83 H -3.827 -0.621 -0.981  0.007
84 H -3.014 0.063 0.048  0.058
85 O -4.005 -0.272 -0.098  -0.112
86 H -0.264 -4.307 -1.646  0.057
87 H -0.231 -2.959 -1.260  0.009
88 O -0.860 -3.559 -1.653  -0.064
89 H 0.914 3.291 0.341  0.084
90 O 0.131 2.646 0.574  -0.111
91 H -1.574 0.062 5.801  0.029
92 H -1.351 0.870 4.522  0.023
93 O -1.847 0.128 4.881  -0.055
94 H 2.956 0.883 0.667  0.006
95 H 1.767 -4.324 -3.658  0.115
96 H 3.291 1.748 4.532  0.016
97 H -2.486 -3.963 1.826  0.014
98 H -5.276 2.858 1.242  0.038
99 H 0.049 2.121 -0.232  -0.022
100 O -2.102 -4.882 0.244  -0.067
101 H -2.704 -4.601 -0.479  0.053
102 H -1.232 -4.774 -0.184  0.018
103 O -1.349 -0.333 -1.080  -0.011
104 H -0.863 -1.131 -0.922  0.014
105 H -0.730 0.397 -1.071  0.012
106 O 3.262 -3.039 -0.974  -0.070
107 H 3.345 -3.985 -1.356  0.096
108 H 3.129 -2.399 -1.654  -0.018
109 O -3.212 -1.716 -4.366  -0.054
110 H -4.069 -2.100 -4.263  0.028
111 H -3.346 -0.741 -4.397  0.040
112 O 1.181 -1.665 -6.373  -0.044
113 H 0.285 -1.316 -6.367  0.045
114 H 1.957 -1.301 -5.988  0.001
115 O 4.099 1.110 -4.655  -0.062
116 H 4.176 1.079 -3.692  -0.013
117 H 4.448 0.224 -4.872  0.073
118 O 0.473 0.407 -5.139  -0.054
119 H -0.263 0.010 -4.663  0.038
120 H 0.069 1.072 -5.701  0.079

The relative energy (zero: lowest compared OMol25 entry of this formula, charge and spin) is 865.2 kJ/mol. The value obtained for the HOMO energy is -0.382 hartree. The calculation puts the frontier orbital gap at 9.745 eV. Its total energy is -83196.848 eV.

---

Entry 2:
The following is a DFT calculation (ωB97M-V with the def2-TZVPD basis set) of 40 unconnected molecules or ions with the total composition H80O40.

Each line ends with the Löwdin charge.
Atoms and positions in Å:
1 H 2.598 -4.605 -3.661  0.016
2 H 2.857 -4.445 -2.245  0.077
3 O 2.578 -5.188 -2.908  -0.089
4 H 3.853 0.926 -2.380  -0.011
5 H 4.130 2.088 -1.764  0.085
6 O 4.365 1.676 -2.679  -0.084
7 H -0.545 5.618 -2.231  0.020
8 H -0.390 5.442 -0.731  0.035
9 O -0.336 6.123 -1.458  -0.052
10 H -0.769 0.292 4.927  0.126
11 H -0.094 1.697 4.873  0.023
12 O -0.049 0.856 4.435  -0.085
13 H -2.733 5.277 -0.348  0.003
14 H -3.803 5.335 0.767  0.005
15 O -2.949 5.640 0.510  -0.040
16 H 4.047 -1.925 3.326  0.031
17 O 3.584 -1.930 4.208  -0.066
18 H 2.880 1.551 0.734  0.009
19 O 2.725 1.039 -0.084  -0.086
20 H -5.683 2.251 1.572  -0.017
21 H -5.034 2.045 2.997  0.070
22 O -5.766 1.804 2.387  -0.041
23 H -2.496 -2.870 -5.615  -0.008
24 H -3.329 -1.807 -4.676  0.084
25 O -2.966 -2.045 -5.656  -0.130
26 H -3.851 3.374 1.820  0.074
27 H -3.528 3.317 0.259  0.024
28 O -4.192 3.136 0.939  -0.075
29 H 4.501 -2.551 -0.926  0.031
30 H 3.415 -2.180 -1.719  -0.010
31 O 3.567 -2.770 -1.040  -0.032
32 H -2.901 -0.822 -1.979  0.045
33 O -3.191 -1.522 -2.623  -0.050
34 H -5.499 -3.096 2.502  0.086
35 H -4.051 -3.628 2.712  -0.079
36 O -4.822 -3.484 3.139  -0.029
37 H -4.325 2.159 -1.332  -0.045
38 H -5.573 1.836 -0.624  0.056
39 O -5.221 2.073 -1.523  -0.024
40 H -2.098 -6.072 2.207  0.044
41 H -0.720 -5.608 1.711  0.073
42 O -1.674 -5.418 1.693  -0.027
43 H 0.423 3.317 -0.552  -0.012
44 H 1.488 1.991 -0.716  -0.036
45 O 0.791 2.574 -0.950  -0.015
46 H 4.400 1.566 4.136  0.093
47 H 2.995 1.977 4.615  -0.016
48 O 3.896 2.165 4.809  -0.069
49 H 3.130 6.168 -1.001  0.109
50 H 2.096 5.147 -0.952  -0.111
51 O 2.392 5.764 -0.468  0.033
52 H -1.674 2.635 -0.696  0.047
53 O -1.700 3.370 -1.367  -0.063
54 H -4.062 -4.736 0.757  -0.080
55 H -3.116 -5.523 -0.075  0.031
56 O -3.926 -5.018 -0.061  0.021
57 H 1.256 -2.770 -4.711  0.052
58 O 1.522 -1.830 -4.753  -0.076
59 H 4.451 0.001 -0.324  0.019
60 H 5.743 -0.328 0.251  0.120
61 O 5.162 -0.648 -0.531  -0.103
62 H 1.183 -1.346 -2.554  0.020
63 H 1.009 -1.331 -0.834  0.156
64 O 1.299 -0.787 -1.754  -0.108
65 H -4.254 -0.516 1.665  0.021
66 H -5.301 -0.165 2.352  -0.054
67 O -4.959 -0.957 2.141  -0.008
68 H 3.554 3.618 0.961  0.099
69 H 2.864 2.700 2.189  0.017
70 O 3.634 2.816 1.597  -0.101
71 H -0.687 2.369 -4.589  0.132
72 H -1.230 0.977 -4.261  0.058
73 O -1.526 1.907 -4.119  -0.103
74 H 1.719 -2.026 4.127  -0.035
75 H 0.746 -3.037 4.805  0.059
76 O 0.823 -2.122 4.446  -0.086
77 H 0.976 -5.775 -2.167  0.014
78 H 1.289 -5.562 -0.768  -0.019
79 O 0.777 -5.225 -1.437  -0.039
80 H -1.882 0.693 0.516  -0.015
81 H -1.180 0.967 2.080  0.009
82 O -1.945 0.736 1.499  -0.097
83 H 4.400 0.074 -4.638  0.118
84 H 3.199 -0.238 -5.366  0.090
85 O 3.423 -0.068 -4.409  -0.103
86 H -1.462 5.673 3.616  0.044
87 H -0.113 5.548 3.036  0.046
88 O -0.584 5.357 3.909  -0.093
89 H -3.553 -3.132 1.069  -0.061
90 O -2.981 -2.420 0.933  -0.065
91 H -1.912 0.950 -1.884  0.019
92 H -0.587 0.912 -1.357  0.077
93 O -1.513 0.625 -1.088  -0.064
94 H -1.679 2.946 -2.231  0.016
95 H 3.592 -2.879 4.313  0.043
96 H 2.513 -1.824 -4.628  0.036
97 H 2.106 0.368 0.220  0.029
98 H -3.429 -2.340 -2.291  -0.016
99 H -3.249 -1.726 1.701  0.097
100 O 2.415 2.515 -4.680  -0.019
101 H 2.627 2.929 -3.802  0.056
102 H 2.652 1.689 -4.568  -0.126
103 O 1.562 -4.070 0.988  -0.084
104 H 1.135 -3.762 1.865  0.039
105 H 1.817 -3.245 0.599  -0.020
106 O 0.708 0.998 1.829  -0.144
107 H 1.140 0.148 2.196  0.101
108 H 0.651 1.770 2.589  0.122
109 O -0.393 -3.271 2.496  -0.151
110 H -1.302 -3.669 2.453  0.034
111 H -0.474 -2.928 1.499  0.116
112 O -1.604 -3.606 -2.031  -0.017
113 H -0.703 -3.596 -2.134  -0.043
114 H -1.942 -4.517 -2.023  0.053
115 O 1.603 4.017 2.087  -0.119
116 H 2.090 4.537 1.386  0.040
117 H 1.568 4.628 2.942  0.129
118 O 4.780 -2.511 1.488  -0.185
119 H 5.341 -3.315 1.049  0.136
120 H 4.300 -2.024 0.650  0.066

The relative energy (zero: lowest compared OMol25 entry of this formula, charge and spin) is 1419.6 kJ/mol. The value obtained for the HOMO energy is -0.380 hartree. The calculation puts the frontier orbital gap at 9.543 eV. Its total energy is -83191.103 eV.